w | ORCA calculation (ωB97M-V/def2-TZVPD) on a 2-piece molecular cluster, C4H14N3O overall.

Summary:
**Multiplicity**: 1
**Frontier orbital gap**: 9.7 eV
**E_HOMO**: -12.95 eV
**Total charge**: +1

Bonds (Å) are listed after each position.
Element x y z (Å)
1 O -1.865 1.352 2.858  C6 1.423, H16 0.974
2 N 0.837 -0.248 -1.778  C7 1.512, C8 1.332, H9 1.014
3 N 2.493 -0.001 -0.117  C8 1.338, H19 1.014, H22 1.001
4 N 0.844 -1.541 0.121  C8 1.334, H11 1.001, H15 0.994
5 C -1.348 0.704 0.513  C6 1.535, H12 1.086, H14 1.092, H21 1.097
6 C -2.245 1.475 1.492  O1 1.423, C5 1.535, H10 1.085, H13 1.090
7 C 0.022 -1.266 -2.543  N2 1.512, H17 1.081, H18 1.084, H20 1.088
8 C 1.425 -0.613 -0.640  N2 1.332, N3 1.338, N4 1.334
9 H 1.428 0.249 -2.435  N2 1.014
10 H -3.243 1.048 1.496  C6 1.085
11 H 1.100 -1.525 1.088  N4 1.001
12 H -0.290 0.813 0.734  C5 1.086
13 H -2.161 2.516 1.177  C6 1.090
14 H -1.652 -0.326 0.318  C5 1.092
15 H 0.092 -2.108 -0.198  N4 0.994
16 H -0.936 1.626 2.969  O1 0.974
17 H -1.029 -1.018 -2.484  C7 1.081
18 H 0.320 -2.267 -2.253  C7 1.084
19 H 3.172 0.486 -0.693  N3 1.014
20 H 0.352 -1.112 -3.567  C7 1.088
21 H -1.529 1.168 -0.465  C5 1.097
22 H 2.863 -0.461 0.691  N3 1.001

***

x | ORCA calculation (ωB97M-V/def2-TZVPD) on a 2-piece molecular cluster, C4H14N3O overall.

Summary:
**Multiplicity**: 1
**Frontier orbital gap**: 10.7 eV
**E_HOMO**: -13.78 eV
**Total charge**: +1

Bonds (Å) are listed after each position.
Element x y z (Å)
1 O -0.926 1.664 -1.731  H15 0.954, H20 0.986
2 N 0.182 -0.363 -0.440  C6 1.467, C7 1.338, H17 1.077
3 N 1.077 -1.076 -2.357  C7 1.349, H11 1.012, H13 1.042
4 N 1.581 -2.305 -0.287  C7 1.412, H21 1.089, H22 1.029
5 C -1.714 1.069 1.645  C8 1.548, H10 1.034, H12 1.008, H18 1.163
6 C 0.281 -0.341 1.023  N2 1.467, C8 1.561, H16 1.159, H19 1.107
7 C 0.996 -1.251 -1.022  N2 1.338, N3 1.349, N4 1.412
8 C -0.183 0.918 1.820  C5 1.548, C6 1.561, H9 1.102, H14 1.103
9 H 0.419 1.695 1.321  C8 1.102
10 H -1.973 2.018 1.964  C5 1.034
11 H 1.706 -1.576 -2.972  N3 1.012
12 H -2.113 0.770 0.769  C5 1.008
13 H 0.387 -0.525 -2.911  N3 1.042
14 H 0.108 0.839 2.881  C8 1.103
15 H -0.333 2.293 -2.133  O1 0.954
16 H -0.417 -1.237 1.252  C6 1.159
17 H -0.300 0.538 -0.780  N2 1.077
18 H -2.433 0.644 2.455  C5 1.163
19 H 1.231 -0.579 1.538  C6 1.107
20 H -1.348 2.374 -1.193  O1 0.986
21 H 1.184 -3.208 -0.748  N4 1.089
22 H 2.590 -2.359 -0.095  N4 1.029

***

Least stable structure among those shown: x.